i:
C7H8N2O | ωB97M-V/def2-TZVPD

Each atom is followed by the atoms it is bonded to, with distances in Å.
Atoms and positions in Å:
1 N -3.68521 0.72585 0.47703  C17 1.151
2 H 0.59701 -2.05174 0.87223  C12 1.120
3 H 2.34004 -1.79104 0.35872  C12 1.132
4 H 1.67471 3.01612 -0.54404  C13 1.097
5 H 2.84867 0.56370 -0.19808  C10 1.032
6 C -0.21436 0.38057 0.02939  C8 1.399, N11 1.338, C14 1.614
7 O -1.67280 -1.45161 -0.54580  H9 0.979, C14 1.342
8 C -0.19549 1.77962 0.02298  C6 1.399, C13 1.419, H15 1.108
9 H -1.90351 -0.94408 -1.35013  O7 0.979
10 C 1.86040 0.85384 -0.12685  H5 1.032, N11 1.350, C13 1.430
11 N 0.99500 -0.18095 -0.07805  C6 1.338, C10 1.350, C12 1.490
12 C 1.25677 -1.64048 0.06655  H2 1.120, H3 1.132, N11 1.490, H18 1.085
13 C 1.15141 2.08284 -0.30315  H4 1.097, C8 1.419, C10 1.430
14 C -1.45087 -0.57167 0.44249  C6 1.614, O7 1.342, H16 1.177, C17 1.452
15 H -1.04146 2.47755 -0.13238  C8 1.108
16 H -1.04702 -1.28780 1.28517  C14 1.177
17 C -2.67637 0.18840 0.61088  N1 1.151, C14 1.452
18 H 1.16309 -2.14912 -0.88697  C12 1.085

HOMO   -8.37 eV
Charge   0
Structure (SMILES)   Cn1cccc1[C@H](O)C#N
Spin multiplicity   1

---

ii:
C7H8N2O | ωB97M-V/def2-TZVPD

Each atom is followed by the atoms it is bonded to, with distances in Å.
Atoms and positions in Å:
1 H -0.96916 -1.76806 0.23195  C15 1.104
2 H 1.21350 1.42782 1.82376  C3 1.047
3 C 1.09858 0.64242 1.14160  H2 1.047, C7 1.386, C14 1.378
4 H 3.40386 -1.71918 0.12990  C10 1.126
5 H -3.64759 1.78916 -1.75325  C9 1.150
6 N -1.55484 1.13267 -1.67283  C9 1.223, H11 1.022
7 C 2.32523 0.05326 0.87876  C3 1.386, H8 1.044, C10 1.364
8 H 3.15765 0.66290 1.03658  C7 1.044
9 C -2.50390 1.90178 -1.72498  H5 1.150, N6 1.223, H13 1.086
10 C 2.43145 -1.22058 0.40317  H4 1.126, C7 1.364, C12 1.351
11 H -1.78989 0.13965 -1.61983  N6 1.022
12 C 1.31639 -1.93211 0.12617  C10 1.351, C15 1.391, H16 1.174
13 H -2.42224 2.98113 -1.81031  C9 1.086
14 C -0.03293 -0.09288 0.86334  C3 1.378, C15 1.396, N17 1.403
15 C 0.05740 -1.36965 0.30631  H1 1.104, C12 1.391, C14 1.396
16 H 1.49424 -2.99404 -0.34134  C12 1.174
17 N -1.27993 0.43117 1.23592  C14 1.403, O18 1.234
18 O -2.29782 -0.06544 0.74508  N17 1.234

HOMO (alpha / beta)   -9.12 / -9.12 eV
Charge   0
Structure (SMILES)   O=Nc1ccccc1.C=N
Spin multiplicity   1

---

Top of the stability list: i, leading by 47.7 kcal/mol.

---

i:
C7H8N2O | ωB97M-V/def2-TZVPD

Each atom is followed by the atoms it is bonded to, with distances in Å.
Atoms and positions in Å:
1 N -1.20637 -1.25625 -0.05967  C5 1.337, C12 1.345
2 H -4.29054 0.44360 -0.05623  C8 1.204
3 N 0.92617 -0.61959 0.01558  C5 1.375, H14 0.938, C16 1.443
4 C 3.37462 -0.58658 -0.03215  H7 0.994, H10 1.138, H13 1.055, C16 1.518
5 C -0.38370 -0.20314 -0.00589  N1 1.337, N3 1.375, C15 1.378
6 H -0.28636 2.00270 -0.20180  C15 1.060
7 H 3.55267 -1.16509 -0.82107  C4 0.994
8 C -3.11347 0.19859 0.00383  H2 1.204, C12 1.371, C18 1.331
9 O 2.00939 1.42833 0.01876  C16 1.204
10 H 4.19487 0.19598 0.06173  C4 1.138
11 H -3.19668 -1.95107 0.05214  C12 1.127
12 C -2.53029 -1.04205 0.04322  N1 1.345, C8 1.371, H11 1.127
13 H 3.41549 -0.92514 0.96573  C4 1.055
14 H 1.06347 -1.54672 0.05451  N3 0.938
15 C -0.81705 1.10495 -0.01341  C5 1.378, H6 1.060, C18 1.509
16 C 2.09345 0.22777 -0.01105  N3 1.443, C4 1.518, O9 1.204
17 H -2.48837 2.42820 -0.04305  C18 1.177
18 C -2.31730 1.26549 0.02881  C8 1.331, C15 1.509, H17 1.177

HOMO   -8.80 eV
Charge   0
Structure (SMILES)   CC(=O)Nc1ccccn1
Spin multiplicity   1

---

ii:
C7H8N2O | ωB97M-V/def2-TZVPD

Each atom is followed by the atoms it is bonded to, with distances in Å.
Atoms and positions in Å:
1 H 3.94033 0.53047 0.10829  C15 1.024
2 H -1.41806 -1.87761 -0.15874  N10 1.173
3 C 0.68963 0.90979 -0.43015  H13 1.287, C14 1.355, C16 1.310
4 N 1.19428 -1.28716 0.24657  C6 1.325, C16 1.426
5 H 3.21268 -1.75298 0.55891  C6 1.114
6 C 2.46948 -0.94661 0.36348  N4 1.325, H5 1.114, C15 1.376
7 H 2.37122 2.16583 -0.59175  C14 1.024
8 O -3.26415 -0.55516 -0.34023  C9 1.189
9 C -2.18190 -0.21019 0.01018  O8 1.189, N10 1.316, C17 1.579
10 N -1.04022 -0.77832 -0.31567  H2 1.173, C9 1.316, C16 1.390
11 H -2.39050 2.05914 0.06322  C17 1.097
12 H -1.46858 1.27723 1.26166  C17 0.926
13 H 0.00130 1.94985 -0.74748  C3 1.287
14 C 1.99011 1.26402 -0.29078  C3 1.355, H7 1.024, C15 1.392
15 C 2.93964 0.31436 0.07548  H1 1.024, C6 1.376, C14 1.392
16 C 0.26288 -0.30808 -0.20741  C3 1.310, N4 1.426, N10 1.390
17 C -2.21590 1.19900 0.72123  C9 1.579, H11 1.097, H12 0.926, H18 0.900
18 H -2.93734 1.21400 1.25930  C17 0.900

HOMO   -9.23 eV
Charge   0
Structure (SMILES)   CC(=O)Nc1ccccn1
Spin multiplicity   1

---

Top of the stability list: i, leading by 55.7 kcal/mol.